Record 1
Here is a 14-piece molecular cluster, C50H88O42 overall at a distorted geometry from the OMol25 dataset. Energies are from ωB97M-V/def2-TZVPD.

Computed properties:
Calculated total energy = -5117.932609 hartree
Orbital gap = 0.3529 hartree

Atoms and positions in Å:
1 C 1.237 -6.132 1.757
2 C 0.768 -5.050 0.822
3 O -0.587 -5.340 0.548
4 C -0.747 -6.676 1.014
5 O -1.766 -7.351 0.794
6 O 0.401 -7.160 1.427
7 H 1.234 -5.889 2.819
8 H 2.286 -6.338 1.545
9 H 1.410 -5.148 -0.053
10 H 0.781 -4.006 1.134
11 C -1.103 3.863 4.375
12 C -1.803 5.157 4.605
13 O -2.790 5.171 3.588
14 C -2.885 3.982 3.007
15 O -3.731 3.739 2.076
16 O -2.057 3.140 3.586
17 H -0.957 3.326 5.313
18 H -0.186 3.919 3.788
19 H -1.166 6.042 4.619
20 H -2.248 5.303 5.589
21 C -3.409 1.236 -2.153
22 C -4.616 1.723 -2.940
23 O -4.659 0.836 -4.082
24 C -3.703 -0.059 -4.028
25 O -3.311 -0.807 -4.931
26 O -3.141 0.025 -2.801
27 H -3.563 0.952 -1.112
28 H -2.629 1.947 -2.425
29 H -4.612 2.745 -3.319
30 H -5.450 1.530 -2.265
31 C -2.188 -0.189 4.097
32 C -0.837 -0.904 4.550
33 O -1.332 -2.042 5.138
34 C -2.587 -2.256 4.713
35 O -3.345 -3.255 4.839
36 O -3.059 -1.310 4.036
37 H -2.239 0.434 3.204
38 H -2.550 0.515 4.846
39 H -0.478 -0.414 5.455
40 H -0.092 -1.125 3.786
41 C -3.531 -3.250 0.735
42 C -4.729 -3.636 1.634
43 O -5.016 -4.956 1.337
44 C -4.273 -5.350 0.372
45 O -4.461 -6.433 -0.211
46 O -3.506 -4.337 -0.112
47 H -2.565 -3.066 1.205
48 H -3.902 -2.326 0.291
49 H -5.590 -2.975 1.539
50 H -4.509 -3.483 2.691
51 C -5.123 -5.546 -3.343
52 C -3.951 -4.531 -3.441
53 O -3.961 -4.326 -4.816
54 C -4.775 -5.058 -5.522
55 O -4.764 -5.162 -6.747
56 O -5.400 -5.896 -4.717
57 H -5.946 -5.085 -2.797
58 H -4.863 -6.507 -2.899
59 H -2.981 -4.985 -3.239
60 H -4.054 -3.603 -2.878
61 C 2.633 -1.290 1.658
62 C 3.388 -2.245 0.673
63 O 3.874 -1.509 -0.466
64 C 3.291 -1.768 -1.655
65 O 2.251 -2.397 -1.846
66 O 3.981 -1.262 -2.642
67 C 3.552 -1.386 -3.935
68 H 1.672 -1.045 1.206
69 H 3.129 -0.320 1.678
70 H 2.546 -1.727 2.653
71 H 2.693 -3.028 0.371
72 H 4.264 -2.590 1.224
73 H 2.899 -2.233 -4.145
74 H 4.434 -1.367 -4.574
75 H 3.059 -0.474 -4.270
76 C 1.198 1.518 -3.373
77 C 0.304 0.378 -3.782
78 O 0.597 0.264 -5.207
79 C 0.077 -0.801 -5.891
80 O 0.073 -0.851 -7.111
81 O -0.356 -1.818 -5.075
82 C -1.143 -2.910 -5.586
83 H 1.586 1.480 -2.355
84 H 0.651 2.454 -3.482
85 H 2.100 1.446 -3.982
86 H -0.717 0.540 -3.435
87 H 0.626 -0.544 -3.298
88 H -2.171 -2.669 -5.856
89 H -1.025 -3.717 -4.864
90 H -0.812 -3.088 -6.610
91 C -1.776 10.033 1.911
92 C -1.516 8.621 1.753
93 O -0.171 8.256 1.905
94 C 0.161 6.944 1.676
95 O -0.557 6.057 1.123
96 O 1.484 6.858 2.056
97 C 2.284 5.740 1.831
98 H -1.322 10.683 1.163
99 H -1.412 10.489 2.831
100 H -2.861 10.078 1.818
101 H -2.064 8.458 0.825
102 H -1.985 8.173 2.629
103 H 1.902 4.926 2.448
104 H 3.314 5.978 2.099
105 H 2.281 5.400 0.796
106 C 5.092 4.180 -1.836
107 C 4.744 2.936 -1.111
108 O 5.296 2.948 0.203
109 C 6.589 2.650 0.447
110 O 7.504 2.402 -0.337
111 O 6.700 2.447 1.779
112 C 8.021 2.489 2.374
113 H 6.154 4.093 -2.064
114 H 4.923 5.066 -1.223
115 H 4.695 4.479 -2.806
116 H 4.935 2.012 -1.658
117 H 3.672 2.993 -0.920
118 H 8.766 1.900 1.838
119 H 7.904 1.958 3.319
120 H 8.495 3.469 2.428
121 C 1.667 -5.155 -3.785
122 C 3.197 -5.222 -3.441
123 O 4.055 -4.589 -4.416
124 C 5.242 -5.065 -4.741
125 O 5.832 -5.958 -4.116
126 O 5.652 -4.399 -5.873
127 C 6.948 -4.557 -6.458
128 H 1.436 -5.724 -4.685
129 H 1.373 -4.113 -3.906
130 H 1.050 -5.550 -2.977
131 H 3.493 -6.249 -3.229
132 H 3.236 -4.648 -2.515
133 H 7.224 -3.710 -7.086
134 H 6.782 -5.419 -7.104
135 H 7.732 -4.765 -5.729
136 C 0.826 2.543 0.984
137 C -0.291 1.539 0.794
138 O -0.024 0.542 -0.080
139 C -0.875 -0.450 -0.273
140 O -1.957 -0.625 0.210
141 O -0.266 -1.324 -1.114
142 C -0.862 -2.635 -1.365
143 H 0.508 3.543 1.278
144 H 1.314 2.682 0.019
145 H 1.634 2.220 1.640
146 H -1.262 1.952 0.522
147 H -0.517 1.041 1.737
148 H -0.984 -3.222 -0.455
149 H -0.230 -3.175 -2.071
150 H -1.887 -2.479 -1.702
151 C -4.806 0.031 1.894
152 C -6.140 0.902 1.807
153 O -5.970 1.836 0.806
154 C -6.944 2.682 0.427
155 O -8.072 2.782 0.873
156 O -6.449 3.503 -0.558
157 C -7.187 4.689 -1.077
158 H -3.896 0.630 1.942
159 H -4.746 -0.664 1.058
160 H -4.914 -0.678 2.715
161 H -6.397 1.432 2.724
162 H -7.008 0.272 1.611
163 H -7.543 4.367 -2.055
164 H -6.498 5.527 -1.186
165 H -7.956 5.069 -0.404
166 C 3.877 2.343 3.571
167 C 4.557 1.060 4.088
168 O 3.824 0.740 5.242
169 C 4.351 0.845 6.454
170 O 5.564 0.782 6.684
171 O 3.408 0.630 7.431
172 C 2.065 0.406 7.223
173 H 4.621 3.026 3.161
174 H 3.285 2.893 4.302
175 H 3.370 1.942 2.694
176 H 5.613 1.220 4.308
177 H 4.538 0.319 3.289
178 H 1.647 0.446 8.228
179 H 1.857 -0.567 6.777
180 H 1.610 1.124 6.541

Record 2
Here is C50H93Br26ClN3O6P as an isolated structure at a distorted geometry from the OMol25 dataset. Energies are from ωB97M-V/def2-TZVPD.

Computed properties:
Calculated total energy = -70301.965897 hartree
Orbital gap = 0.2960 hartree

Atoms and positions in Å:
1 C 4.564 -1.546 2.460
2 C 3.509 -1.879 1.563
3 C 2.207 -2.267 0.565
4 C 2.808 -1.603 -0.786
5 C 2.124 -1.913 -2.210
6 C 2.826 -0.862 -3.310
7 N 2.035 -0.244 -4.459
8 O 4.121 -0.482 -3.220
9 C 2.198 -3.880 0.868
10 C 1.080 -4.910 0.312
11 Cl 0.716 -4.918 -1.497
12 C -0.373 -4.930 1.082
13 C -1.479 -5.753 0.129
14 N 3.685 -4.231 0.704
15 C 4.191 -5.164 1.774
16 C 3.995 -4.931 -0.590
17 C 3.827 -6.533 -0.928
18 O 4.548 -4.206 -1.603
19 C 1.642 -3.672 2.436
20 O 1.667 -4.434 3.512
21 O 0.881 -2.384 2.564
22 C 1.011 -1.436 1.406
23 C 1.509 -0.087 2.263
24 C 0.291 0.909 2.733
25 C -0.598 0.306 4.016
26 C -1.715 1.405 4.529
27 C -2.930 1.652 3.456
28 C -4.098 0.482 3.536
29 C -5.012 0.582 2.153
30 C -6.394 -0.296 2.338
31 C -6.388 -1.667 1.410
32 P -0.595 -1.070 0.372
33 N -0.324 0.300 -0.512
34 O -2.024 -0.879 1.407
35 O -1.018 -2.298 -0.766
36 H 5.431 -1.208 3.181
37 H 2.740 -0.419 -0.629
38 H 3.985 -1.810 -0.782
39 H 0.976 -1.726 -2.314
40 H 2.470 -2.989 -2.596
41 H 2.635 0.348 -5.075
42 H 1.508 -0.965 -5.000
43 H 1.523 -6.000 0.534
44 H -0.367 -5.557 2.096
45 H -0.859 -3.888 1.274
46 H -1.057 -6.766 -0.284
47 H -2.343 -6.058 0.894
48 H -1.992 -5.068 -0.669
49 H 3.433 -6.002 2.079
50 H 5.265 -5.579 1.478
51 H 4.378 -4.511 2.753
52 H 4.628 -6.802 -1.771
53 H 2.789 -6.839 -1.371
54 H 4.051 -7.257 -0.039
55 H 2.242 0.596 1.615
56 H 2.012 -0.392 3.305
57 H 0.843 1.856 3.213
58 H -0.368 1.350 1.879
59 H 0.194 0.217 4.905
60 H -1.024 -0.765 3.814
61 H -2.069 1.104 5.613
62 H -1.156 2.451 4.644
63 H -2.526 1.706 2.354
64 H -3.429 2.690 3.706
65 H -4.727 0.685 4.508
66 H -3.569 -0.554 3.677
67 H -5.256 1.729 1.954
68 H -4.434 0.117 1.242
69 H -6.464 -0.566 3.497
70 H -7.316 0.338 1.987
71 H -6.768 -1.373 0.324
72 H -7.200 -2.430 1.834
73 H -5.334 -2.212 1.391
74 H 0.629 0.677 -0.321
75 H -2.103 -1.692 2.019
76 H -1.634 -1.954 -1.485
77 Br -5.325 4.648 0.881
78 C -5.884 4.223 -0.938
79 C -7.366 3.933 -1.002
80 Br -7.766 2.151 -0.316
81 H -5.263 3.389 -1.277
82 H -5.641 5.113 -1.525
83 H -7.712 3.922 -2.039
84 H -7.972 4.639 -0.428
85 Br -3.949 1.287 -1.939
86 C -3.800 1.221 -3.883
87 C -2.837 2.267 -4.393
88 Br -3.647 4.042 -4.378
89 H -4.811 1.329 -4.284
90 H -3.431 0.216 -4.106
91 H -2.584 2.080 -5.441
92 H -1.916 2.332 -3.808
93 Br -5.081 7.214 -5.500
94 C -5.640 6.789 -7.320
95 C -7.121 6.499 -7.383
96 Br -7.522 4.717 -6.697
97 H -5.019 5.955 -7.658
98 H -5.396 7.679 -7.906
99 H -7.468 6.488 -8.420
100 H -7.727 7.205 -6.809
101 Br -2.429 7.379 1.971
102 C -3.990 8.485 2.350
103 C -4.057 8.854 3.813
104 Br -4.689 7.355 4.890
105 H -4.866 7.933 2.000
106 H -3.860 9.379 1.733
107 H -4.790 9.649 3.977
108 H -3.094 9.162 4.229
109 Br 5.005 -2.825 4.669
110 C 5.879 -2.818 6.413
111 C 7.278 -3.382 6.326
112 Br 7.249 -5.328 6.195
113 H 5.230 -3.371 7.098
114 H 5.905 -1.767 6.713
115 H 7.838 -3.167 7.240
116 H 7.842 -3.012 5.465
117 Br -4.092 11.996 2.473
118 C -2.800 12.610 1.147
119 C -1.522 11.808 1.217
120 Br -0.428 12.355 2.737
121 H -2.652 13.679 1.316
122 H -3.294 12.464 0.182
123 H -0.900 11.996 0.338
124 H -1.688 10.732 1.315
125 Br 6.535 -0.167 2.044
126 C 8.114 -0.498 0.947
127 C 9.219 -1.134 1.757
128 Br 10.112 0.182 2.888
129 H 8.398 0.458 0.499
130 H 7.774 -1.176 0.159
131 H 10.003 -1.522 1.101
132 H 8.871 -1.935 2.414
133 Br -1.692 4.094 -0.319
134 C -0.400 4.708 -1.645
135 C 0.878 3.906 -1.575
136 Br 1.972 4.453 -0.055
137 H -0.252 5.778 -1.476
138 H -0.894 4.562 -2.610
139 H 1.500 4.094 -2.454
140 H 0.712 2.830 -1.477
141 Br 0.217 -9.375 0.466
142 C -0.868 -9.874 2.008
143 C -2.282 -10.212 1.595
144 Br -3.312 -8.598 1.219
145 H -0.809 -9.048 2.721
146 H -0.371 -10.751 2.433
147 H -2.815 -10.704 2.413
148 H -2.335 -10.840 0.702
149 Br 1.389 -3.899 -5.145
150 C -0.048 -5.135 -5.607
151 C -1.403 -4.498 -5.406
152 Br -1.880 -4.435 -3.516
153 H 0.102 -6.037 -5.008
154 H 0.113 -5.374 -6.662
155 H -2.185 -5.101 -5.876
156 H -1.462 -3.474 -5.785
157 Br 7.090 -9.090 0.462
158 C 6.379 -10.048 2.006
159 C 4.927 -10.412 1.802
160 Br 3.768 -8.864 2.056
161 H 6.550 -9.415 2.881
162 H 6.994 -10.949 2.089
163 H 4.602 -11.136 2.554
164 H 4.714 -10.810 0.806
165 Br 5.770 12.054 1.795
166 C 4.123 11.537 2.704
167 C 3.452 10.379 2.003
168 Br 2.536 10.967 0.384
169 H 3.496 12.431 2.762
170 H 4.433 11.250 3.712
171 H 2.668 9.949 2.633
172 H 4.147 9.588 1.707
173 Br 1.689 -0.387 -8.455
174 C 0.252 -1.623 -8.917
175 C -1.103 -0.986 -8.716
176 Br -1.580 -0.923 -6.825
177 H 0.402 -2.525 -8.318
178 H 0.413 -1.862 -9.972
179 H -1.885 -1.588 -9.186
180 H -1.162 0.038 -9.094